1.
{"formula": "C6H9Cl", "method": "wB97M-V/def2-TZVPD", "elements": ["C", "C", "Cl", "C", "C", "C", "C", "H", "H", "H", "H", "H", "H", "H", "H", "H"], "coordinates": [[-0.34724, 0.44913, -2.52755], [0.67554, 0.22454, -1.60472], [2.26868, 0.68674, -2.13087], [0.74001, -0.29156, -0.21575], [-0.39525, -1.29137, 0.27323], [-0.33697, 0.10222, 0.74938], [-0.20743, 0.46297, 2.22729], [-0.11631, 0.74881, -3.55702], [-1.36619, 0.53149, -2.26211], [1.58552, -0.69917, 0.19943], [-1.15832, -1.57014, -0.37993], [0.14616, -2.03891, 0.95107], [-1.10850, 0.65087, 0.25297], [0.63509, 0.04270, 2.84501], [-1.07260, 0.37584, 2.82189], [0.05784, 1.61583, 2.35769]], "nbo_charge": [-0.46, 0.02, -0.01, -0.29, -0.38, -0.21, -0.61, 0.22, 0.20, 0.24, 0.22, 0.21, 0.22, 0.22, 0.22, 0.21], "total_charge": 0, "homo_lumo_gap_ev": 9.85, "e_above_lowest_kcal_mol": 32.7, "lumo_energy_ev": 1.019, "smiles": "C=C(Cl)[C@@H]1C[C@H]1C", "homo_energy_ev": -8.83}


2.
{"formula": "C26H31N9O4", "method": "wB97M-V/def2-TZVPD", "elements": ["C", "C", "N", "H", "H", "H", "C", "C", "N", "H", "H", "H", "C", "C", "N", "H", "H", "H", "C", "C", "N", "H", "H", "H", "C", "C", "N", "H", "H", "H", "C", "C", "N", "H", "H", "H", "C", "C", "N", "H", "H", "H", "C", "C", "C", "C", "C", "C", "N", "O", "O", "H", "H", "H", "H", "H", "C", "C", "C", "C", "C", "C", "N", "O", "O", "H", "H", "H", "H", "H"], "coordinates": [[4.19623, 1.09622, -0.76497], [5.07079, 0.21380, -1.39965], [5.79771, -0.48498, -1.96250], [3.17934, 0.70592, -0.80634], [4.29975, 2.08354, -1.21506], [4.51296, 1.31398, 0.25502], [0.73465, 0.45107, -0.73908], [0.05821, -0.60081, 0.01149], [-0.51257, -1.41231, 0.59635], [1.79148, 0.42575, -0.47343], [0.27199, 1.39363, -0.44649], [0.47033, 0.19790, -1.76580], [3.27432, 0.93541, 2.38089], [3.10053, -0.06746, 1.29270], [2.94490, -0.80496, 0.38622], [3.99877, 1.70795, 2.12306], [3.60723, 0.39299, 3.26579], [2.25358, 1.22115, 2.63493], [-2.18336, -2.24338, 0.30547], [-2.88887, -2.75305, 1.47092], [-3.43484, -3.21444, 2.43119], [-1.17702, -2.66196, 0.31796], [-2.14873, -1.16552, 0.46394], [-2.57661, -2.46037, -0.68769], [-2.30258, -2.30192, -2.95403], [-1.31442, -1.20024, -2.73790], [-0.55150, -0.37537, -2.62647], [-1.98372, -3.07352, -3.65480], [-3.24046, -1.97330, -3.40182], [-2.42696, -2.80911, -1.99726], [0.60555, 3.26218, -2.60236], [1.54543, 2.71018, -1.62407], [2.33831, 2.31508, -0.87313], [-0.01496, 2.45398, -2.98951], [1.15402, 3.63252, -3.46847], [0.00770, 4.09705, -2.23674], [1.98347, -1.35393, -3.02859], [2.64688, -0.08759, -3.33004], [3.24317, 0.88426, -3.61225], [2.33444, -1.76283, -2.08112], [2.09455, -2.08128, -3.83279], [0.90146, -1.32638, -2.89972], [-3.83045, -0.45405, 0.30741], [-4.15256, -0.54800, -1.05468], [-3.42762, 0.22895, -2.04041], [-2.43287, 1.12764, -1.57910], [-2.27667, 1.28078, -0.16920], [-2.95173, 0.48724, 0.77007], [-1.78480, 2.03621, -2.56380], [-1.06660, 2.93546, -2.11793], [-1.90537, 1.88425, -3.76547], [-4.38311, -1.09245, 0.98075], [-4.83788, -1.28927, -1.43843], [-3.63236, 0.18333, -3.09984], [-1.48388, 1.85533, 0.28662], [-2.66659, 0.53524, 1.81064], [-1.66608, 0.33488, 3.34740], [-0.65061, 0.16128, 2.42702], [0.58882, -0.26738, 2.90539], [0.72751, -0.64917, 4.27109], [-0.34986, -0.43567, 5.14344], [-1.58561, 0.02236, 4.69452], [1.91298, -1.18451, 4.80863], [1.89775, -1.63025, 5.93885], [2.94956, -1.12799, 4.11118], [-2.61937, 0.76455, 3.07717], [-0.70805, 0.52130, 1.41041], [1.45018, -0.39767, 2.26705], [-0.33832, -0.67836, 6.19576], [-2.43758, 0.11612, 5.35159]], "nbo_charge": [-0.74, 0.31, -0.36, 0.29, 0.27, 0.23, -0.83, 0.40, -0.56, 0.31, 0.24, 0.31, -0.74, 0.35, -0.40, 0.26, 0.30, 0.26, -0.75, 0.29, -0.36, 0.33, 0.32, 0.21, -0.71, 0.44, -0.44, 0.27, 0.26, 0.25, -0.65, 0.36, -0.44, 0.28, 0.26, 0.27, -0.76, 0.31, -0.35, 0.28, 0.25, 0.26, -0.17, -0.22, -0.24, 0.11, -0.21, -0.24, 0.47, -0.40, -0.39, 0.25, 0.22, 0.24, 0.23, 0.23, -0.19, -0.24, -0.09, -0.01, -0.16, -0.18, 0.52, -0.34, -0.42, 0.20, 0.24, 0.22, 0.24, 0.23], "total_charge": 0, "homo_lumo_gap_ev": 7.63, "e_above_lowest_kcal_mol": 419.8, "lumo_energy_ev": -1.451, "homo_energy_ev": -9.08}


3.
{"formula": "C4H7BrNS", "method": "wB97M-V/def2-TZVPD", "elements": ["C", "C", "C", "C", "N", "S", "Br", "H", "H", "H", "H", "H", "H", "H"], "coordinates": [[0.04295, -0.56160, -1.34564], [-1.30830, -0.82405, -1.07663], [0.06633, -0.97395, 1.08384], [0.76929, -0.39674, -0.13496], [0.09829, 1.65848, 0.35418], [-1.59818, -1.18095, 0.52101], [2.61804, -0.13815, 0.06596], [0.56345, -0.34527, -2.35885], [-2.11860, -0.63583, -1.89999], [0.50611, -1.86576, 1.33911], [0.20090, -0.48580, 1.98330], [-0.29147, 1.60003, 1.25929], [-0.54442, 2.01851, -0.32730], [0.99560, 2.13108, 0.53667]], "nbo_charge": [-0.40, -0.27, -0.66, 0.16, -0.96, 0.53, 0.23, 0.29, 0.31, 0.29, 0.28, 0.38, 0.41, 0.41], "total_charge": 1, "homo_lumo_gap_ev": [8.13, 8.13], "e_above_lowest_kcal_mol": 47.1, "lumo_energy_ev": [-5.348, -5.348], "homo_energy_ev": [-13.47, -13.47]}


4.
{"formula": "C4H7NO3", "method": "wB97M-V/def2-TZVPD", "elements": ["C", "C", "N", "C", "O", "H", "H", "H", "H", "H", "H", "H", "O", "C", "O"], "coordinates": [[0.22485, -1.70436, -0.44333], [0.05363, -0.22517, -0.57548], [1.21540, 0.54058, -0.63165], [-1.17192, 0.37139, -0.57305], [-1.37432, 1.69693, -0.60270], [0.82070, -1.95382, 0.43578], [0.74676, -2.09794, -1.31700], [-0.74052, -2.19320, -0.34998], [2.07497, 0.02774, -0.74445], [1.11960, 1.43931, -1.08592], [-2.07023, -0.23053, -0.50225], [-0.78646, 2.08566, 0.25593], [-0.15231, 1.85656, 1.71680], [-0.10961, 0.68397, 1.93090], [0.14945, -0.29714, 2.48639]], "nbo_charge": [-0.64, 0.10, -0.85, 0.03, -0.73, 0.22, 0.21, 0.23, 0.39, 0.40, 0.17, 0.50, -0.58, 1.04, -0.49], "total_charge": 0, "homo_lumo_gap_ev": 8.42, "e_above_lowest_kcal_mol": 37.6, "lumo_energy_ev": 0.512, "smiles": "C/C(N)=C/O.O=C=O", "homo_energy_ev": -7.91}


5.
{"formula": "C15H33CrO7Si", "method": "wB97M-V/def2-TZVPD", "elements": ["Cr", "C", "C", "O", "C", "C", "O", "C", "C", "O", "C", "C", "O", "C", "C", "O", "C", "C", "O", "H", "H", "H", "H", "H", "H", "H", "H", "H", "H", "H", "H", "H", "H", "H", "H", "H", "H", "H", "H", "H", "H", "H", "H", "C", "Si", "C", "C", "O", "H", "H", "H", "H", "H", "H", "H", "H", "H"], "coordinates": [[0.25102, 0.28693, -0.33272], [-2.53343, -1.76399, -0.27212], [-1.35509, -2.60381, 0.13762], [-0.24462, -2.11804, -0.60138], [0.92457, -2.92309, -0.53217], [2.03788, -2.10526, -1.12393], [2.16022, -0.92944, -0.31537], [3.21834, -0.06083, -0.74991], [3.50371, 0.92347, 0.38227], [2.31349, 1.19453, 1.12207], [2.18240, 0.34495, 2.25585], [0.82764, 0.58746, 2.87223], [-0.16073, 0.63523, 1.83250], [-1.22107, 1.58517, 2.02982], [-1.13905, 2.60184, 0.91784], [-1.11740, 1.95769, -0.35453], [-2.37544, 1.75808, -1.00458], [-3.12978, 0.55939, -0.43776], [-2.17342, -0.40819, -0.02935], [-3.41896, -2.05120, 0.30233], [-2.73781, -1.89767, -1.33840], [-1.55554, -3.65460, -0.09189], [-1.15825, -2.50956, 1.21196], [0.78844, -3.84328, -1.10804], [1.14127, -3.18735, 0.50875], [1.79930, -1.80994, -2.14785], [2.97657, -2.66310, -1.10655], [2.89335, 0.43890, -1.66397], [4.11034, -0.65448, -0.96298], [3.84856, 1.86728, -0.03705], [4.27743, 0.54725, 1.05388], [2.95562, 0.57597, 2.99513], [2.29262, -0.69924, 1.95871], [0.81294, 1.53359, 3.41420], [0.59001, -0.21874, 3.56882], [-1.08093, 2.10986, 2.97606], [-2.16589, 1.04655, 2.06912], [-0.19130, 3.13566, 0.99376], [-1.95594, 3.32492, 0.96982], [-2.12217, 1.60470, -2.04805], [-2.97264, 2.66738, -0.91495], [-3.77883, 0.15635, -1.21995], [-3.76292, 0.82971, 0.41256], [-0.65614, -1.24754, -4.13549], [0.28386, 0.32662, -3.76584], [-0.71859, 1.75770, -4.42944], [1.91092, 0.26090, -4.67079], [0.57055, 0.47586, -2.17056], [-0.78278, -1.37901, -5.21350], [-1.65391, -1.23077, -3.68635], [-0.13525, -2.12964, -3.75261], [-0.63231, 1.82961, -5.51640], [-0.37423, 2.70468, -4.00548], [-1.78330, 1.64691, -4.20645], [1.76419, 0.29640, -5.75312], [2.45364, -0.66221, -4.44566], [2.55092, 1.10321, -4.39480]], "nbo_charge": [1.35, -0.07, -0.07, -0.56, -0.07, -0.07, -0.59, -0.09, -0.08, -0.55, -0.08, -0.07, -0.60, -0.08, -0.09, -0.58, -0.08, -0.09, -0.57, 0.20, 0.20, 0.20, 0.19, 0.20, 0.19, 0.21, 0.20, 0.22, 0.20, 0.21, 0.19, 0.20, 0.19, 0.20, 0.20, 0.21, 0.21, 0.21, 0.21, 0.23, 0.20, 0.21, 0.18, -1.13, 1.88, -1.14, -1.14, -1.36, 0.24, 0.22, 0.22, 0.25, 0.24, 0.22, 0.24, 0.23, 0.24], "total_charge": 1, "homo_lumo_gap_ev": [8.94, 9.84], "e_above_lowest_kcal_mol": 6.2, "lumo_energy_ev": [-2.014, -2.022], "s_squared": 6.01, "homo_energy_ev": [-10.96, -11.86], "multiplicity": 5}


6.
{"formula": "C10H15Se2SnTe2", "method": "wB97M-V/def2-TZVPD", "elements": ["Sn", "C", "C", "C", "C", "C", "C", "C", "C", "C", "C", "H", "H", "H", "H", "H", "H", "H", "H", "H", "H", "H", "H", "H", "H", "H", "Se", "Te", "Te", "Se"], "coordinates": [[1.43012, 0.13168, -1.13364], [-1.03238, -0.12070, -0.45270], [-0.25292, -1.01975, 0.34748], [0.32215, -0.26576, 1.40103], [-0.09293, 1.07381, 1.26029], [-0.91938, 1.16950, 0.12283], [-1.58746, 2.40404, -0.40678], [0.35080, 2.20458, 2.14237], [1.23098, -0.82024, 2.45708], [-0.25185, -2.51432, 0.22192], [-2.01740, -0.53939, -1.50132], [-2.62034, 2.49537, -0.05378], [-1.61668, 2.40242, -1.49837], [-1.05773, 3.30814, -0.10326], [-0.01675, 2.08522, 3.16593], [-0.01711, 3.16259, 1.77476], [1.44075, 2.27460, 2.19663], [0.69230, -1.44752, 3.17535], [1.71288, -0.01850, 3.01880], [2.02334, -1.43462, 2.02005], [-1.10302, -2.95494, 0.75393], [0.65664, -2.94866, 0.64396], [-0.31126, -2.83187, -0.81995], [-2.95936, -0.85336, -1.03650], [-1.64581, -1.36502, -2.10786], [-2.24365, 0.27685, -2.18906], [0.47500, 0.17808, -3.81696], [2.40252, -0.81253, -5.07852], [4.20220, -0.96435, -3.06597], [2.80632, -2.25533, -1.43772]], "nbo_charge": [0.94, -0.15, -0.18, -0.15, -0.03, -0.14, -0.63, -0.65, -0.63, -0.64, -0.64, 0.20, 0.22, 0.20, 0.20, 0.21, 0.21, 0.20, 0.21, 0.22, 0.20, 0.22, 0.22, 0.20, 0.23, 0.22, -0.69, 0.04, 0.05, -0.65], "total_charge": -1, "homo_lumo_gap_ev": 6.36, "e_above_lowest_kcal_mol": 0.0, "lumo_energy_ev": 2.521, "homo_energy_ev": -3.84}